Record 1
# C4H27NO10S

A cluster of 10 separate species, C4H27NO10S in total in a non-equilibrium geometry (wB97M-V/def2-TZVPD, OMol25).

Properties
spin multiplicity = 1
ΔE to the lowest compared entry with this formula, charge and spin = 1.232 eV
SMILES string = CC(=O)NCCS.O.O.O.O.O.O.O.O.O
HOMO level = -0.3331 Eh
lowest unoccupied orbital energy = 0.0040 Ha
gap between HOMO and LUMO = 9.2 eV
net charge = 0

Element x y z (Å)
C: 0.7930 2.1843 -0.4860
C: -0.5846 1.8097 -0.0408
O: -1.5385 1.8824 -0.7918
N: -0.6682 1.1096 1.2275
C: -2.1072 0.8449 1.6054
C: -2.1770 -0.2663 2.6533
S: -1.4427 -1.8932 2.0135
H: 1.3918 2.9044 0.2166
H: 1.3614 1.2427 -0.4336
H: 1.0187 2.6644 -1.4589
H: 0.1597 1.3394 1.8352
H: -2.5892 1.8132 1.9762
H: -2.8111 0.6648 0.7146
H: -3.1904 -0.4382 2.9330
H: -1.6935 0.1140 3.5916
H: -2.5460 -2.3447 1.4459
O: 1.3080 -3.3039 0.4748
H: 1.6783 -3.6495 -0.3840
H: 0.6504 -2.6391 0.1200
O: -4.0293 -1.0931 -0.8668
H: -3.8698 -0.2561 -1.1029
H: -3.4709 -1.7720 -1.3554
O: 3.2706 0.7440 2.6008
H: 2.6377 1.3981 2.9740
H: 2.8445 0.0751 2.0612
O: 1.1012 0.4132 -4.4473
H: 0.6775 1.2623 -4.3422
H: 0.3504 -0.1806 -4.3989
O: 0.9592 2.6759 2.8266
H: 1.5267 3.4598 2.7178
H: 1.1582 2.4831 3.7775
O: -1.2082 -1.5155 -3.4301
H: -1.6332 -2.2946 -3.6070
H: -0.6896 -1.6001 -2.6245
O: 0.4271 -0.6713 -1.5396
H: 1.0679 -0.0209 -2.1908
H: 0.1835 -0.1030 -0.7883
O: 2.3376 -0.9513 0.7142
H: 2.6300 -0.9294 -0.2193
H: 2.3969 -1.9288 0.7955
O: 3.1267 0.8876 -2.9067
H: 4.0085 0.7702 -2.7275
H: 2.9300 0.5103 -3.7966


Record 2
# C4H27NO8

A cluster of 9 separate species, C4H27NO8 in total in a non-equilibrium geometry (wB97M-V/def2-TZVPD, OMol25).

Properties
spin multiplicity = 1
ΔE to the lowest compared entry with this formula, charge and spin = 3.318 eV
SMILES string = CCNCC.O.O.O.O.O.O.O.O
HOMO level = -0.3431 Eh
lowest unoccupied orbital energy = -0.0074 Ha
gap between HOMO and LUMO = 9.1 eV
net charge = 0

Element x y z (Å)
C: 3.0272 -0.8960 -1.6409
C: 1.9541 0.1442 -1.3362
N: 0.7761 -0.5287 -0.7671
C: -0.2117 0.4244 -0.2482
C: -1.4079 0.6948 -1.1193
H: 4.0532 -0.7237 -1.2910
H: 3.2542 -1.0347 -2.6918
H: 2.7397 -1.8786 -1.2732
H: 2.3404 0.7961 -0.5501
H: 1.9439 0.8780 -2.1351
H: 0.2624 -0.9826 -1.5211
H: -0.6896 0.1047 0.6972
H: 0.1934 1.2832 0.2889
H: -2.1604 1.3829 -0.7282
H: -1.1701 0.8834 -2.1678
H: -2.0447 -0.2085 -1.2165
O: 1.0117 2.8149 -2.0242
H: 0.7521 1.8949 -2.0774
H: 0.4502 3.0370 -1.2749
O: -3.1880 -1.5107 1.0555
H: -2.7468 -1.1982 0.2588
H: -3.3985 -2.4175 0.8248
O: -1.2077 4.1303 -0.3236
H: -0.8322 3.3741 0.1666
H: -2.0965 3.7470 -0.3356
O: -1.0555 2.1701 1.9985
H: -1.8570 2.4545 2.4446
H: -0.3618 2.3534 2.6420
O: -1.7017 -0.0947 3.7093
H: -1.8421 -0.3321 2.7869
H: -0.8963 -0.5258 4.0022
O: 2.5343 -0.4067 3.0739
H: 2.2552 -0.5702 2.1790
H: 1.9626 -0.5413 3.8221
O: 0.3785 -3.5149 1.4570
H: 0.7895 -2.8273 0.9286
H: -0.2817 -4.0477 1.0196
O: -0.3175 -2.4504 -2.7090
H: -0.7876 -2.5295 -3.5494
H: -0.4232 -3.3484 -2.3750


Record 3
# C4H27NO9

A cluster of 10 separate species, C4H27NO9 in total in a non-equilibrium geometry (wB97M-V/def2-TZVPD, OMol25).

Properties
spin multiplicity = 1
ΔE to the lowest compared entry with this formula, charge and spin = 2.896 eV
SMILES string = C1CCNC1.O.O.O.O.O.O.O.O.O
HOMO level = -0.3129 Eh
lowest unoccupied orbital energy = -0.0052 Ha
gap between HOMO and LUMO = 8.4 eV
net charge = 0

Element x y z (Å)
C: 1.0630 -0.1605 -2.7252
C: 1.9113 -1.3680 -2.4415
C: 1.0821 -2.0739 -1.3788
N: -0.3042 -1.7438 -1.6559
C: -0.3745 -0.6137 -2.6453
H: 1.1644 0.1848 -3.7469
H: 1.1778 0.7250 -2.1732
H: 2.9083 -1.1519 -2.1371
H: 1.9618 -1.9803 -3.3388
H: 1.1611 -3.1617 -1.4056
H: 1.4138 -1.7768 -0.3887
H: -0.9093 -2.5270 -1.6663
H: -1.1357 0.1170 -2.3835
H: -0.6895 -1.1682 -3.5270
O: -2.3621 1.4997 1.0520
H: -1.9874 2.0952 0.3729
H: -2.8028 0.7408 0.6193
O: 0.8887 -0.7789 4.1739
H: 1.6974 -0.3568 3.9205
H: 0.2086 -0.0742 4.0096
O: 0.4183 0.6710 -0.0102
H: 0.3864 -0.2585 -0.2410
H: -0.1675 0.6196 0.8107
O: -2.0399 3.8458 -0.1731
H: -1.0942 3.8967 -0.3691
H: -2.0180 3.8641 0.8048
O: -0.2306 -3.4657 1.0434
H: -0.8892 -3.9278 1.6445
H: 0.2311 -2.7575 1.4716
O: -2.6331 -2.2086 1.7412
H: -1.8283 -1.6696 1.7267
H: -2.4400 -2.9428 2.3350
O: -0.9255 0.8379 3.1039
H: -1.1817 1.8098 3.3763
H: -1.7745 0.5681 2.8297
O: 3.1015 1.7485 -1.0361
H: 2.2782 1.2727 -0.7508
H: 2.8078 2.6411 -1.1540
O: 0.6131 3.3118 -0.1805
H: 0.2830 2.3643 -0.2087
H: 1.0302 3.3521 0.7014